*i*
Computed, not measured: a molecular structure, C3H6O, with ωB97M-V/def2-TZVPD.

Total charge: 0

CARTESIAN COORDINATES (ANGSTROEM)
C1 0.68660 -0.72351 1.23220
C2 0.74788 0.59159 0.77039
C3 0.18823 0.19661 -0.50828
O1 -0.99459 -0.17842 -0.71951
H1 -0.24784 -1.24251 1.39173
H2 0.57658 0.66376 -1.42315
H3 1.55467 -1.36753 1.38146
H4 -2.57635 0.74168 -3.41028
H5 -2.72024 0.70273 -2.68839
H6 1.47791 1.32792 1.13358

=====

*ii*
Computed, not measured: a single C3H6O molecule, with ωB97M-V/def2-TZVPD.

Total charge: 0

CARTESIAN COORDINATES (ANGSTROEM)
C1 0.71346 1.78830 0.44411
C2 0.63409 0.38621 0.21971
O1 -0.28641 -0.11155 -0.68855
C3 -0.97786 -1.35197 -0.44878
H1 1.69105 2.02869 0.95113
H2 0.22137 2.71721 0.07417
H3 1.45600 -0.51408 0.64282
H4 -0.55348 -2.03762 -1.20287
H5 -0.75844 -1.68491 0.66293
H6 -2.13980 -1.22027 -0.65467

=====

Most stable to least stable, the ends of the list are *ii* and *i*.

=====

*i*
Computed, not measured: a single C6H11N5O2 molecule, with ωB97M-V/def2-TZVPD.

Total charge: 0

CARTESIAN COORDINATES (ANGSTROEM)
C1 -1.18489 0.82641 0.58983
C2 0.01152 0.10674 0.02588
C3 -0.44923 -1.03763 -0.94375
C4 0.84535 1.08988 -0.82570
C5 0.57611 -0.70334 1.14701
C6 1.50279 0.30433 2.45518
N1 2.66525 0.93330 1.79867
O1 3.67624 0.29750 1.83674
O2 2.49018 2.07441 1.49034
N2 0.45339 1.09272 2.93703
N3 0.14144 0.63177 4.04065
N4 0.91003 -0.46834 4.35540
N5 1.71720 -0.68690 3.45078
H1 -1.15104 1.82324 0.98783
H2 -1.67325 0.10002 1.33666
H3 -1.79317 0.90958 -0.27022
H4 0.39784 -1.63826 -1.39377
H5 -1.06767 -1.93101 -0.51297
H6 -1.03321 -0.61803 -1.80702
H7 1.81559 0.64598 -0.97175
H8 1.04421 1.86502 -0.12490
H9 0.37459 1.40469 -1.83266
H10 -0.22440 -1.16477 1.80943
H11 1.37516 -1.43087 0.83967

=====

*ii*
Computed, not measured: a single C6H11N5O2 molecule, with ωB97M-V/def2-TZVPD.

Total charge: 0

CARTESIAN COORDINATES (ANGSTROEM)
H1 -2.23833 -2.05238 2.01821
N1 -2.36672 -1.33097 1.40316
C1 -1.31512 -0.69433 1.12418
C2 0.09126 -0.76989 1.64941
C3 1.00737 -0.75736 0.40472
N2 0.64878 -1.83462 -0.61233
C4 0.84199 0.64924 -0.34927
N3 1.37173 1.70670 0.44652
C5 1.54808 0.52749 -1.81083
O1 2.64897 0.04109 -1.89737
O2 0.79678 1.20003 -2.73691
N4 -0.55597 0.87828 -0.55804
C6 -1.49632 0.39213 0.13686
N5 -2.71236 0.91300 -0.19459
H2 0.30128 0.29376 2.06714
H3 0.28658 -1.53242 2.27297
H4 2.11371 -0.98299 0.67602
H5 1.38202 -1.85623 -1.20409
H6 0.63141 -2.68055 -0.13047
H7 2.32532 1.92782 0.43159
H8 0.93112 2.62830 0.19957
H9 0.04066 1.59530 -2.28923
H10 -3.51489 0.37258 0.03308
H11 -2.76735 1.36603 -1.08030

=====

Most stable to least stable, the ends of the list are *ii* and *i*.

=====

*i*
Computed, not measured: 2 unconnected molecules or ions with the total composition C5H15NOS, with ωB97M-V/def2-TZVPD.

Total charge: 0

CARTESIAN COORDINATES (ANGSTROEM)
C1 -1.55381 0.64931 1.63326
C2 -0.30156 -0.00881 1.06849
C3 -0.21543 0.25466 -0.46135
N1 -1.04764 -0.66472 -1.20277
C4 -0.34458 -1.27754 -2.35167
C5 0.89376 -2.07160 -1.98223
S1 2.06512 -2.48674 -3.40646
H1 -1.98707 0.37573 2.58631
H2 -1.26701 1.63913 1.98028
H3 -2.41591 0.60204 0.95564
H4 0.65540 0.30278 1.52421
H5 -0.30911 -1.07874 1.33653
H6 0.85730 0.12677 -0.55047
H7 -0.47354 1.30972 -0.56299
H8 -2.02311 -0.53557 -1.37872
H9 0.08493 -0.48718 -2.99096
H10 -1.04850 -1.92834 -2.87681
H11 1.52949 -1.55616 -1.27109
H12 0.59494 -2.97323 -1.40279
H13 2.25154 -3.79385 -3.10702
O1 1.40581 4.62172 3.81641
H14 1.96467 4.89828 4.54345
H15 0.68431 4.08236 4.10078

=====

*ii*
Computed, not measured: 2 unconnected molecules or ions with the total composition C5H15NOS, with ωB97M-V/def2-TZVPD.

Total charge: 0

CARTESIAN COORDINATES (ANGSTROEM)
C1 1.37486 -0.79469 4.23867
N1 1.14796 -0.05104 3.02625
C2 0.28174 -0.67173 2.05857
C3 0.26003 0.35249 0.88289
C4 -0.71505 -0.00566 -0.27688
S1 -0.81239 1.33875 -1.47861
C5 -0.97357 0.46338 -2.99529
H1 0.47208 -0.76841 4.87185
H2 2.20936 -0.33766 4.79666
H3 1.62689 -1.84781 4.02887
H4 2.08840 0.05813 2.62571
H5 0.78886 -1.59717 1.72417
H6 -0.71203 -0.95671 2.45435
H7 -0.07670 1.31389 1.31622
H8 1.28953 0.49697 0.50250
H9 -1.71978 -0.16730 0.15883
H10 -0.43204 -0.92710 -0.82121
H11 -1.86166 -0.17935 -3.11696
H12 -0.07034 -0.15745 -3.11923
H13 -0.98396 1.23136 -3.78693
O1 -1.19021 1.21645 -6.04675
H14 -0.35652 1.43647 -5.57260
H15 -1.63556 0.55419 -5.47114

=====

Most stable to least stable, the ends of the list are *ii* and *i*.